*one*
Molecular formula: C2H11N2O2
Method: DFT, ωB97M-V/def2-TZVPD

Results
Charge   +1
Frontier orbital gap   10.82 eV
M   95.1 g mol⁻¹

Last column: Löwdin charge in e.
Element x y z (Å)
C 0.43183 -1.18315 1.56876  -0.01
N -0.88785 0.66607 -1.27784  0.19
C -0.52687 0.37154 -0.05168  -0.15
N -0.17596 -0.84099 0.26692  0.03
H 1.50091 -1.00636 1.48021  0.10
H 0.34047 -2.25789 1.70083  0.10
H 0.01259 -0.59109 2.37240  0.10
H -1.18365 -0.04527 -1.92467  0.14
H -1.12451 1.59473 -1.57856  0.14
H -0.51458 1.16317 0.67799  0.17
H -0.16773 -1.57196 -0.41843  0.16
H -4.04688 0.34025 0.62548  0.07
H -3.63281 -1.04025 -0.10287  0.04
O -3.45032 -0.11252 -0.00565  -0.06
H 4.28453 0.83038 -1.49933  0.04
H 4.93228 2.14609 -1.00934  0.04
O 4.20855 1.53725 -0.82420  -0.08

***

*two*
Molecular formula: C2H11N2O2
Method: DFT, ωB97M-V/def2-TZVPD

Results
Charge   +1
Frontier orbital gap   11.78 eV
M   95.1 g mol⁻¹

Last column: Löwdin charge in e.
Element x y z (Å)
C -0.57887 -0.58102 -2.08799  -0.02
N 0.48299 -0.64880 1.41208  0.19
C 0.47982 -0.66802 0.08967  -0.16
N -0.58463 -0.46857 -0.63864  0.01
H -1.36811 -1.28501 -2.32960  0.10
H -0.60325 0.38119 -2.61786  0.11
H 0.37593 -0.99409 -2.34974  0.09
H -0.33506 -0.81921 1.97177  0.13
H 1.37409 -0.82732 1.84641  0.13
H 1.42878 -0.80160 -0.42017  0.14
H -1.33481 0.03943 -0.13355  0.11
H 2.27318 1.97388 0.00950  0.05
H 3.54591 1.17408 0.39726  0.05
O 2.69718 1.11706 -0.04156  -0.04
H -2.93436 0.18678 1.67818  0.06
H -3.15104 1.18640 0.57582  0.09
O -2.44089 0.76259 1.09430  -0.04

***

*three*
Molecular formula: C2H11N2O2
Method: DFT, ωB97M-V/def2-TZVPD

Results
Charge   +1
Frontier orbital gap   10.65 eV
M   95.1 g mol⁻¹

Last column: Löwdin charge in e.
Element x y z (Å)
C 1.95714 0.44927 0.37856  -0.07
N -1.33948 -0.91177 -0.35077  0.14
C -0.00414 -0.77998 -0.36501  -0.16
N 0.57475 -0.01319 0.56608  -0.02
H 2.52399 -0.13693 1.16553  0.10
H 2.30072 0.13726 -0.62098  0.08
H 2.32988 1.58469 0.50530  0.14
H -1.90970 -0.52069 0.48113  0.17
H -1.68312 -1.34827 -1.26810  0.15
H 0.67292 -1.40874 -0.91943  0.16
H 0.16805 0.23687 1.49792  0.11
H -0.15641 0.35315 -2.99127  0.06
H -1.12159 -0.54756 -3.84241  0.16
O -0.79589 -0.37028 -2.82976  -0.13
H -1.00702 1.84212 2.75747  0.06
H -1.37707 0.49218 3.34791  0.11
O -1.13304 0.94187 2.48784  -0.05

***

*four*
Molecular formula: C2H11N2O2
Method: DFT, ωB97M-V/def2-TZVPD

Results
Charge   +1
Frontier orbital gap   9.45 eV
M   95.1 g mol⁻¹

Last column: Löwdin charge in e.
Element x y z (Å)
C -0.81424 0.51531 -0.86275  -0.20
C -0.24960 -0.72238 -0.86196  -0.09
N 0.48742 -1.06088 0.42266  0.15
N -1.04043 1.35698 -1.86853  0.14
H -0.95151 0.93577 0.13337  0.13
H 0.33233 -1.20628 -1.63254  0.11
H 1.50669 -1.01879 0.35703  0.17
H 0.34272 -2.04750 0.67676  0.16
H 0.10571 -0.60773 1.25551  0.16
H -0.90071 1.00664 -2.80179  0.13
H -1.56863 2.18601 -1.63114  0.06
H 2.97738 -3.24696 2.99740  0.02
H 4.41267 -3.80405 2.90009  0.05
O 3.66689 -3.48014 2.36888  -0.07
H -2.88966 3.24112 0.15250  0.06
H -2.79600 4.44570 -0.86956  0.07
O -2.62101 3.50718 -0.73594  -0.05

***

Relative to the most stable one, in eV, the structures come out at *one* 0.416; *two* 0.000; *three* 1.364; *four* 1.541.

***

*one*
Molecular formula: C3H8NO
Method: DFT, ωB97M-V/def2-TZVPD

Results
Charge   +1
Frontier orbital gap (spin up / spin down)   8.46 / 8.46 eV
M   74.1 g mol⁻¹

Last column: Löwdin charge in e.
Element x y z (Å)
C 2.15813 -0.06683 0.12911  0.19
C -1.23934 1.26089 -0.19388  -0.04
C -0.49597 -1.23502 0.09379  0.00
N -0.31439 0.19640 -0.10203  -0.16
O 1.08621 0.56850 -0.03423  0.06
H 3.08391 0.42791 -0.03760  0.12
H 2.19858 -1.15955 0.33764  0.14
H -1.71704 1.66306 -1.21185  0.15
H -2.07696 0.90344 0.41083  0.10
H -0.83426 2.12792 0.40201  0.12
H 0.12272 -1.55572 0.83541  0.05
H -1.56848 -1.42961 0.31110  0.13
H -0.40311 -1.70138 -0.94030  0.14

***

*two*
Molecular formula: C3H8NO
Method: DFT, ωB97M-V/def2-TZVPD

Results
Structure (SMILES)   C[C@@]1([NH3+])CO1
Charge   +1
Frontier orbital gap   12.34 eV
M   74.1 g mol⁻¹

Last column: Löwdin charge in e.
Element x y z (Å)
C -0.05915 -0.17186 -1.42963  0.00
C -0.20546 -0.12161 0.05321  -0.44
N 1.27006 0.30297 0.56238  0.29
C -1.33248 -0.01552 0.94648  -0.02
O -0.61664 -1.25297 0.76641  0.04
H 0.53656 -1.07082 -1.72468  0.12
H 0.36075 0.75773 -1.82325  0.09
H -1.06264 -0.09180 -2.00424  0.14
H 1.48831 1.32958 0.60468  0.20
H 1.94104 -0.00072 -0.05214  0.11
H 1.23391 -0.10713 1.49099  0.17
H -1.19272 0.49634 1.99597  0.17
H -2.36154 -0.05421 0.61383  0.13

***

*three*
Molecular formula: C3H8NO
Method: DFT, ωB97M-V/def2-TZVPD

Results
Charge   +1
Frontier orbital gap   7.73 eV
M   74.1 g mol⁻¹

Last column: Löwdin charge in e.
Element x y z (Å)
C -1.41036 -1.25519 1.79996  0.21
N -1.26747 -0.56165 0.67672  0.16
H -2.23295 -0.91361 2.46612  0.14
H -0.68639 -2.02093 1.89718  0.11
H -0.29345 -0.66555 0.08517  0.14
H -1.99134 -0.43692 0.04586  0.11
C 0.94321 1.32571 -1.82710  0.06
C 1.06367 0.98916 -0.52547  -0.22
O 1.30960 -0.39685 -0.18176  -0.11
H 0.80406 2.40884 -1.98803  0.08
H 0.87145 0.55277 -2.65354  0.11
H 0.65335 1.55137 0.28607  0.10
H 2.23660 -0.57716 -0.08118  0.11

***

*four*
Molecular formula: C3H8NO
Method: DFT, ωB97M-V/def2-TZVPD

Results
Charge   +1
Frontier orbital gap   8.07 eV
M   74.1 g mol⁻¹

Last column: Löwdin charge in e.
Element x y z (Å)
C 1.34379 -1.67172 -1.33415  0.17
N 0.23709 -1.03731 -1.39506  0.20
H 1.70915 -2.17048 -2.22338  0.13
H 1.91528 -1.56929 -0.41759  0.13
H -0.03730 -0.47478 -0.55959  0.09
H -0.04428 -0.66486 -2.30040  0.16
C -0.91727 1.96709 0.39012  0.04
C -0.84162 1.01882 1.30359  -0.22
O 0.02883 -0.06895 1.13387  -0.08
H -1.51704 2.82852 0.63075  0.07
H -0.16346 2.07273 -0.37945  0.07
H -1.19954 1.15705 2.31666  0.12
H 0.64950 -0.06468 1.87817  0.13

***

Relative to the most stable one, in eV, the structures come out at *one* 3.013; *two* 0.000; *three* 1.278; *four* 0.074.

***

*one*
Molecular formula: CH4ClN2O
Method: DFT, ωB97M-V/def2-TZVPD

Results
Charge   +1
Frontier orbital gap (spin up / spin down)   8.08 / 8.25 eV
M   95.5 g mol⁻¹

Last column: Löwdin charge in e.
Element x y z (Å)
C -0.43173 0.39736 -0.11259  -0.05
N 1.84920 -1.28127 0.04797  -0.32
N -0.18583 -0.91520 -0.35198  -0.08
O -0.80132 -1.90506 -0.40846  0.27
Cl 2.54690 0.18642 0.27943  0.76
H 0.51843 0.84622 0.34921  0.04
H -1.18949 0.54135 0.69806  0.16
H -0.79702 1.03800 -0.96258  0.17
H 2.15291 -1.64962 -0.87161  0.06

***

*two*
Molecular formula: CH4ClN2O
Method: DFT, ωB97M-V/def2-TZVPD

Results
Structure (SMILES)   [NH2+]=C(Cl)NO
Charge   +1
Frontier orbital gap   10.50 eV
M   95.5 g mol⁻¹

Last column: Löwdin charge in e.
Element x y z (Å)
N 0.22699 1.14426 1.18684  0.10
C -0.50585 -0.23350 0.31564  -0.56
Cl -1.95884 -0.63558 1.04053  0.88
N -0.00458 -0.70976 -0.74337  -0.02
O 1.04059 -0.38779 -1.53536  0.13
H -0.41850 1.55836 1.88657  0.07
H 0.45156 1.88830 0.50607  0.07
H -0.47085 -1.53549 -1.19742  0.22
H 1.63947 -1.08881 -1.45951  0.12

***

Relative to the most stable one, in eV, the structures come out at *one* 2.836; *two* 0.000.

***

*one*
Molecular formula: C4H8N3
Method: DFT, ωB97M-V/def2-TZVPD

Results
Structure (SMILES)   Cn1c[n+](C)cn1
Charge   +1
Frontier orbital gap   10.35 eV
M   98.1 g mol⁻¹

Last column: Löwdin charge in e.
Element x y z (Å)
C -2.57368 0.34883 0.12989  0.02
N -1.23437 -0.06086 -0.21113  -0.11
C 0.08118 0.76557 -0.07701  0.14
N 0.98605 -0.21899 -0.21824  -0.09
C 2.41654 0.04367 0.12391  0.04
C 0.36676 -1.42589 -0.27154  -0.08
N -0.91348 -1.29630 -0.34188  0.12
H -2.54309 0.50286 1.12088  0.06
H -2.75530 1.41487 -0.35156  0.16
H -3.33497 -0.28455 -0.10701  0.07
H 0.11842 1.86970 0.24214  0.19
H 2.32486 0.81351 0.82909  0.07
H 3.03505 -0.71615 0.50115  0.09
H 2.97765 0.49995 -0.82084  0.16
H 1.04837 -2.25623 -0.54784  0.17

***

*two*
Molecular formula: C4H8N3
Method: DFT, ωB97M-V/def2-TZVPD

Results
Charge   +1
Frontier orbital gap (spin up / spin down)   8.04 / 8.04 eV
M   98.1 g mol⁻¹

Last column: Löwdin charge in e.
Element x y z (Å)
C 1.25686 0.15476 0.31076  -0.35
C 1.61480 -1.15453 -0.09828  0.32
C -0.39760 1.42587 -0.54451  -0.15
C -1.17260 0.05374 -0.43314  -0.09
N 0.96698 1.01951 -0.59721  0.14
N 0.34229 -0.16142 1.39047  0.06
N -0.44283 -0.86806 0.42863  -0.01
H 1.96215 -1.32492 -1.10922  0.12
H 1.70862 -1.94610 0.63094  0.12
H -0.63440 1.93150 -1.48059  0.13
H -0.65548 2.09672 0.28122  0.13
H -2.15648 0.27276 -0.00771  0.14
H -1.30495 -0.40609 -1.41483  0.14
H -0.13732 0.59218 1.87915  0.14
H -0.95008 -1.68592 0.76434  0.18

***

Relative to the most stable one, in eV, the structures come out at *one* 0.000; *two* 3.052.